# 1
8
Properties=species:S:1:pos:R:3:lowdin_charge:R:1 method="wB97M-V/def2-TZVPD" smiles="O=C=C(Cl)CCl" energy_ev=-30233.779 charge=0 fmax_ev_per_a=4.0 multiplicity=1
O 2.12537 1.75513 -0.25297 0.17
C 1.29275 0.91726 -0.16874 -0.26
C 0.46970 -0.07446 -0.17845 -0.66
Cl 1.40823 -1.46105 -0.87766 0.62
C -0.92359 -0.23383 0.32231 -0.60
Cl -2.09677 -1.36459 -0.49533 0.51
H -1.22175 0.88799 0.18582 0.11
H -1.05395 -0.42644 1.46501 0.10

---

# 2
16
Properties=species:S:1:pos:R:3:lowdin_charge:R:1 method="wB97M-V/def2-TZVPD" energy_ev=-22726.998 charge=0 fmax_ev_per_a=4.5 multiplicity=1
C -1.90088 -0.44482 0.20373 -0.50
C -0.16833 -0.54845 -0.00838 -0.43
C 2.28160 1.01739 -0.69888 -0.05
C 1.80537 0.58356 0.74836 -0.19
N -2.36900 -1.54061 -0.43674 0.05
O 0.27013 -1.51908 -0.59910 0.10
O -4.12489 0.83149 0.64107 -0.61
O 0.40127 0.34298 0.73570 -0.01
S -2.65281 0.95058 0.66193 0.89
H 1.97695 0.12596 -1.30283 0.07
H 1.68007 1.94942 -0.95915 0.10
H 3.37267 1.25743 -0.57354 0.09
H 2.03892 1.38698 1.33827 0.08
H 2.46094 -0.29806 1.14105 0.16
H -1.64048 -2.19415 -0.64756 0.07
H -3.43154 -1.90061 -0.24392 0.19

---

# 3
11
Properties=species:S:1:pos:R:3:lowdin_charge:R:1 method="wB97M-V/def2-TZVPD" energy_ev=-9999.810 charge=0 fmax_ev_per_a=6.2 multiplicity=1
C 0.45045 -0.23551 -0.25630 -0.12
C -1.65049 0.53153 -0.39116 -0.31
C 1.72257 0.13786 0.44466 -0.20
O -0.67488 0.26368 0.30057 0.02
O -2.91203 0.66369 0.07090 0.06
F 2.49993 1.01499 -0.30551 -0.09
H 0.21483 -0.46316 -1.31478 0.11
H -1.59394 0.18158 -1.47451 0.16
H 2.22890 -0.80562 0.61838 0.09
H 1.75014 0.75575 1.39118 0.14
H -2.78008 0.97471 1.00882 0.14

---

# 4
58
Properties=species:S:1:pos:R:3:lowdin_charge:R:1 method="wB97M-V/def2-TZVPD" energy_ev=-66610.647 charge=-1 fmax_ev_per_a=1.0 multiplicity=1
Pt -0.11436 0.07311 0.18222 1.09
C -2.07759 3.83724 0.26772 -0.06
C -1.69693 2.55625 -0.13389 -0.12
N -0.59926 1.98331 0.32712 -0.09
C 0.21313 2.66363 1.19247 -0.14
C -0.09960 3.96970 1.63007 -0.17
C -1.29862 4.54105 1.14970 -0.03
C 0.79422 4.62976 2.50029 -0.09
C 1.95246 3.99694 2.88528 -0.11
C 2.28358 2.71032 2.45172 -0.04
C 1.42959 2.00623 1.59228 -0.23
N 1.63433 0.80585 1.00016 -0.10
C 2.76439 0.03306 1.12814 -0.23
C 3.39276 -0.20344 2.34272 -0.04
C 4.47757 -1.08331 2.46001 -0.10
C 4.98820 -1.73426 1.37288 -0.07
C 4.41395 -1.51260 0.10142 -0.17
C 4.91200 -2.12190 -1.06977 -0.04
C 4.31417 -1.86652 -2.27238 -0.07
C 3.19991 -1.01188 -2.29856 -0.16
N 2.70214 -0.43691 -1.23351 0.12
C 3.28758 -0.65480 -0.03574 -0.17
H -2.99401 4.26518 -0.11589 0.10
H -2.27860 1.96508 -0.82779 0.10
H -1.58032 5.53594 1.47316 0.11
H 0.56848 5.63379 2.83818 0.09
H 2.64197 4.51902 3.53943 0.09
H 3.21950 2.27073 2.75856 0.08
H 2.98904 0.25668 3.23392 0.10
H 4.91045 -1.26063 3.43811 0.10
H 5.83287 -2.40691 1.46816 0.10
H 5.77526 -2.77454 -1.00085 0.11
H 4.69277 -2.30815 -3.18564 0.09
H 2.69596 -0.79293 -3.23553 0.10
Cl -0.73653 -0.95607 -3.04961 0.62
C -1.87776 -2.00471 -2.24563 -0.65
C -2.34066 -3.11103 -2.91936 -0.18
C -3.19136 -4.01939 -2.29026 -0.17
C -3.55086 -3.78166 -0.96543 -0.18
C -3.10802 -2.65814 -0.30432 -0.63
Cl -3.54098 -2.46479 1.37821 0.58
C -2.26000 -1.63861 -0.88426 -0.59
N -1.92994 -0.54101 -0.26050 -0.23
H -2.02460 -3.27728 -3.94343 0.08
H -3.56026 -4.89223 -2.81343 0.07
H -4.17481 -4.48865 -0.43031 0.08
C 0.74317 -5.33236 -0.74254 -0.01
N 0.65116 -4.05913 -0.06725 -0.11
C 0.64158 -3.85815 1.29347 -0.05
C 0.48667 -2.52048 1.47889 -0.11
N 0.40845 -1.91146 0.25001 -0.10
C 0.51262 -2.85687 -0.65302 -0.16
H 1.45766 -5.96966 -0.22351 0.09
H 1.08284 -5.17577 -1.76392 0.09
H -0.22898 -5.82578 -0.76926 0.09
H 0.73073 -4.66747 1.99604 0.11
H 0.41308 -1.96038 2.39282 0.11
H 0.49101 -2.70408 -1.71928 0.09

---

# 5
11
Properties=species:S:1:pos:R:3:lowdin_charge:R:1 method="wB97M-V/def2-TZVPD" energy_ev=-11720.322 charge=0 fmax_ev_per_a=12.3 multiplicity=1
C 1.37869 -0.03350 -0.18110 -0.63
C -0.25189 1.03118 0.10135 -0.20
C -1.96920 -0.50514 -0.07930 -0.24
H 3.12023 -1.19933 -0.25640 0.12
H -0.91239 1.94814 0.48484 0.20
H -1.99827 -1.56218 0.13822 0.14
N 2.63568 -0.16615 -0.13926 0.12
N 1.02789 1.32127 -0.10474 0.21
N -0.65247 -0.14845 0.26890 -0.02
O -2.85685 0.24010 -0.29170 0.13
O 0.47857 -0.92594 0.05920 0.15

---

# 6
11
Properties=species:S:1:pos:R:3:lowdin_charge:R:1 method="wB97M-V/def2-TZVPD" energy_ev=-6629.621 charge=+1 fmax_ev_per_a=4.6 multiplicity=1
C 2.12229 -0.20106 0.03504 0.11
C -0.53723 1.14738 -0.01185 0.12
N 1.20265 0.69557 0.07636 0.04
N -1.14303 0.04891 0.02172 -0.12
N -2.49457 -0.04066 0.17147 0.09
H 3.01722 0.03914 0.42754 0.07
H 1.97480 -1.26982 -0.21072 0.12
H 1.71250 1.63426 0.06228 0.16
H -0.54799 -0.78599 0.21035 0.18
H -2.92082 0.72611 -0.27892 0.09
H -3.04179 -0.90018 0.07832 0.14

---

Which value of charge does entry 4 give?
-1